DFT (ωB97M-V/def2-TZVPD) results for one molecule with the formula C4H7NO.

XYZ file:
```
13
Properties=species:S:1:pos:R:3:forces:R:3:lowdin_charge:R:1
H -3.264618 1.647941 -0.086831 -0.10 0.00 0.06 0.0047
N -0.699698 -0.652877 0.638887 -0.13 -0.20 0.13 0.0077
C 0.408529 -0.583945 -0.223972 0.07 0.20 -0.03 -0.4609
O 0.909295 -1.827106 -0.477620 0.04 0.04 -0.14 0.0628
C 1.443620 0.500069 -0.047187 0.04 -0.16 0.07 -0.0407
H 0.962157 1.446987 0.184511 -0.02 -0.01 -0.01 0.0815
H 2.044655 0.629169 -0.949381 -0.03 -0.01 0.00 0.0818
H -0.676546 -0.987116 1.599568 -0.03 0.24 -0.19 0.1471
C -1.580908 0.245962 0.090569 0.14 -0.18 0.31 -0.3624
H 2.118538 0.234159 0.779489 -0.04 0.04 -0.03 0.0882
C -2.677779 0.841929 0.301733 0.12 0.11 -0.25 0.0973
H 1.803633 -1.764781 -0.837149 -0.09 0.05 0.03 0.1072
H -0.790878 0.269611 -0.972618 0.03 -0.10 0.05 0.1858
```
Positions in Å, forces in eV/Å.

Calculated values
Energy above the lowest of the compared OMol25 structures with the same formula, charge and spin: 601.3 kJ/mol
Kohn-Sham gap (alpha / beta): 7.532 / 8.387 eV

DFT (ωB97M-V/def2-TZVPD) results for one molecule with the formula C4H7NO in a non-equilibrium geometry.

XYZ file:
```
13
Properties=species:S:1:pos:R:3:forces:R:3:lowdin_charge:R:1
H 1.905049 -0.868137 -0.216114 -0.03 0.18 0.09 0.1060
C -0.352864 -0.592359 -0.171475 0.89 -0.60 0.03 -0.5256
C -1.069737 -0.479512 1.162004 0.11 0.06 0.11 -0.0517
H -0.286454 -1.639518 -0.525128 -0.26 0.03 0.15 0.1527
H -0.572623 -1.071471 1.935775 -0.08 0.06 -0.08 0.0781
C 1.093267 -0.147518 -0.244410 -0.30 -0.77 0.49 0.0140
H 2.241525 1.603417 0.100984 0.04 0.02 -0.10 0.1223
H -1.084112 0.571522 1.466104 -0.01 -0.14 -0.01 0.0840
H -2.105121 -0.818995 1.052492 0.19 0.04 0.00 0.0795
O 0.463300 2.041069 -0.765989 1.00 -0.27 0.41 0.0177
C 1.298383 1.232414 -0.338493 -0.08 1.42 -0.16 -0.3007
H -0.492277 -0.035838 -2.052556 -0.02 0.18 0.07 0.0711
N -0.917522 0.218208 -1.155643 -1.45 -0.21 -1.00 0.1526
```
Positions in Å, forces in eV/Å.

Calculated values
Energy above the lowest of the compared OMol25 structures with the same formula, charge and spin: 454.6 kJ/mol
Kohn-Sham gap (alpha / beta): 7.383 / 9.070 eV

DFT (ωB97M-V/def2-TZVPD) results for one molecule with the formula C4H7NO.

XYZ file:
```
13
Properties=species:S:1:pos:R:3:forces:R:3:lowdin_charge:R:1
H 1.562914 0.136711 2.015587 -0.19 -0.05 0.02 0.1127
C 0.737259 0.453625 1.362897 0.19 -0.03 -0.18 -0.2013
H -2.124658 -0.766703 -1.678966 -0.07 -0.27 0.03 0.0692
O 1.388646 0.925671 -0.924304 0.23 0.31 0.40 0.0432
H -0.931755 0.728585 -0.318244 -0.08 -0.03 -0.06 0.1151
C 1.413791 1.247146 0.236913 -0.05 0.15 -0.10 -0.2442
H -1.598068 -2.175659 -0.682116 -0.13 -0.15 -0.16 0.0742
N 0.060756 -0.693172 0.780879 -0.23 0.21 -0.32 0.0252
C -0.705861 -0.333117 -0.166811 0.18 -0.24 -0.02 -0.2633
C -1.287492 -1.263213 -1.185208 -0.08 0.01 0.22 -0.0598
H 1.945631 2.166495 0.536813 0.15 -0.04 0.17 0.1179
H 0.092017 1.101650 1.985316 0.16 -0.07 -0.37 0.1229
H -0.553180 -1.528020 -1.962756 -0.09 0.21 0.39 0.0881
```
Positions in Å, forces in eV/Å.

Calculated values
Energy above the lowest of the compared OMol25 structures with the same formula, charge and spin: 184.9 kJ/mol
Kohn-Sham gap: 10.418 eV

DFT (ωB97M-V/def2-TZVPD) results for one molecule with the formula C4H7NO in a non-equilibrium geometry.

XYZ file:
```
13
Properties=species:S:1:pos:R:3:forces:R:3:lowdin_charge:R:1
H -0.492079 -2.430284 -1.420262 0.14 0.14 0.41 0.0886
N 0.323345 2.081718 -0.358556 -0.49 -1.99 -0.82 0.0283
H 1.113859 1.494613 1.547013 -0.32 -0.12 -0.09 0.1133
H -1.571768 -1.838039 -0.125738 0.58 0.23 -0.12 0.0753
H -1.336264 0.484527 -0.389068 0.43 0.66 1.06 0.1169
C 0.202736 1.707625 0.976720 -0.82 -1.50 0.60 -0.2254
C 0.389898 -0.743714 -0.374903 0.44 0.61 0.28 -0.4304
H -0.561134 2.247940 1.541179 0.14 -0.26 -0.01 0.0991
H 1.298528 1.985357 -0.657888 -0.34 -0.46 -0.05 0.0820
C -0.325822 0.534172 0.060542 1.28 2.32 -1.39 -0.0653
C -0.514680 -1.992236 -0.408744 -0.01 0.02 0.08 -0.0266
O 1.563043 -0.815555 -0.695157 -0.95 0.19 0.41 0.0565
H -0.089661 -2.716123 0.304864 -0.07 0.17 -0.36 0.0875
```
Positions in Å, forces in eV/Å.

Calculated values
Energy above the lowest of the compared OMol25 structures with the same formula, charge and spin: 264.9 kJ/mol
Kohn-Sham gap: 10.574 eV

DFT (ωB97M-V/def2-TZVPD) results for one molecule with the formula C4H7NO2.

XYZ file:
```
14
Properties=species:S:1:pos:R:3:forces:R:3:lowdin_charge:R:1
O -0.442315 -0.836929 -0.819692 0.07 -0.14 0.04 0.0268
O -0.441661 -0.649755 1.398503 0.04 -0.16 -0.02 0.0222
H -0.581244 1.397068 1.500419 -0.03 -0.11 -0.12 0.1358
H 1.617025 0.667170 0.234285 -0.08 0.06 -0.13 0.0957
H 1.501151 0.580649 -1.529546 -0.05 0.17 0.07 0.0918
N 0.419448 -2.576645 0.496364 -0.22 0.23 -0.08 0.1771
C -0.123196 -1.452617 0.353965 0.17 -0.27 0.06 -0.5387
C 1.051690 1.021866 -0.635509 0.05 0.05 0.01 -0.0244
C -0.397913 0.570764 -0.541880 0.00 0.23 0.01 -0.3195
H 1.136707 2.109799 -0.690205 -0.04 -0.09 0.04 0.0865
H 0.635552 -2.956317 -0.422139 -0.07 -0.06 0.09 0.0644
H -2.049283 0.560007 0.900612 0.17 -0.01 -0.02 0.1327
H -1.040622 1.077624 -1.265123 0.07 -0.12 0.11 0.1527
C -0.953203 0.577995 0.880246 -0.07 0.22 -0.07 -0.1030
```
Positions in Å, forces in eV/Å.

Calculated values
Energy above the lowest of the compared OMol25 structures with the same formula, charge and spin: 99.8 kJ/mol
Kohn-Sham gap: 10.715 eV

DFT (ωB97M-V/def2-TZVPD) results for C4H7NO2 as an isolated structure.

XYZ file:
```
14
Properties=species:S:1:pos:R:3:forces:R:3:lowdin_charge:R:1
C 1.814906 -0.140231 -0.003035 0.03 0.15 0.01 -0.3539
N 1.022904 -1.226417 -0.137551 -0.06 0.22 -0.11 -0.0083
H -0.083880 1.841715 0.997820 -0.06 -0.08 -0.10 0.1022
H -0.002983 -0.295097 -1.729436 -0.01 -0.05 0.15 0.1090
O 1.520693 0.996831 -0.415054 0.05 -0.33 0.08 -0.0444
C -1.208927 0.144977 0.313713 -0.08 0.44 -0.13 -0.3414
O -1.147996 -0.505554 1.529394 0.14 -0.10 0.06 -0.0232
H -0.769508 -1.796589 -0.973417 0.08 0.15 0.06 0.1075
C -0.603309 1.372887 0.171774 -0.11 -0.16 0.02 0.1018
H -0.331037 -1.035895 1.527387 -0.11 0.03 0.07 0.0859
H -2.103693 -0.064736 -0.274672 0.17 0.00 0.05 0.1384
H 2.732669 -0.292709 0.582937 -0.12 0.02 -0.07 0.1224
H -0.773307 1.970637 -0.716845 0.02 -0.12 0.11 0.1025
C -0.066529 -0.969813 -0.873013 0.08 -0.16 -0.20 -0.0985
```
Positions in Å, forces in eV/Å.

Calculated values
Energy above the lowest of the compared OMol25 structures with the same formula, charge and spin: 359.6 kJ/mol
Kohn-Sham gap: 9.076 eV

DFT (ωB97M-V/def2-TZVPD) results for C4H7NO2 as an isolated structure in a non-equilibrium geometry.

XYZ file:
```
14
Properties=species:S:1:pos:R:3:forces:R:3:lowdin_charge:R:1
H 0.918024 2.062182 -0.570141 0.01 -0.02 0.01 0.1272
H 0.330319 -3.020353 0.354275 0.00 0.14 0.21 0.0564
O -0.863850 1.185890 1.303957 0.88 -0.54 0.02 0.0138
C -0.300960 -1.221948 0.157739 -0.21 0.32 -1.05 -0.1843
H 0.891335 0.277914 1.809613 -0.16 -0.20 -0.04 0.1452
H 1.809504 0.494582 -0.495531 -0.02 0.02 0.02 0.1194
C 0.854833 0.994515 -0.347233 -0.13 0.03 0.00 -0.1077
C 0.281729 0.693832 1.008805 -0.61 1.06 -0.10 -0.2067
H -0.055775 -0.315322 -1.955904 0.02 0.09 0.03 0.1431
O -1.450623 0.827108 -0.976200 -0.24 0.36 0.79 -0.0691
H -1.350260 -1.391612 0.448114 0.03 -0.05 0.09 0.1097
H -1.411652 1.204260 0.224800 0.09 -0.21 -1.03 0.1032
N 0.622811 -2.070724 0.107361 0.01 -0.08 -0.12 0.0827
C -0.275437 0.279673 -1.069653 0.32 -0.92 1.17 -0.3330
```
Positions in Å, forces in eV/Å.

Calculated values
Energy above the lowest of the compared OMol25 structures with the same formula, charge and spin: 425.5 kJ/mol
Kohn-Sham gap: 8.428 eV

DFT (ωB97M-V/def2-TZVPD) results for one molecule with the formula C4H7NO2.

XYZ file:
```
14
Properties=species:S:1:pos:R:3:forces:R:3:lowdin_charge:R:1
N -1.115661 0.550827 1.079899 0.38 0.03 -0.27 0.0611
H 2.219145 2.043785 -1.059151 -0.08 -0.06 0.08 0.1405
C 0.116108 -0.288681 -0.952222 -0.20 -0.19 -0.05 -0.1131
H -0.757166 -0.397365 -1.597584 0.09 0.02 0.08 0.1351
O 1.114001 0.434490 -1.635522 0.04 -0.03 -0.27 -0.0679
H -2.809391 -0.032590 -0.037635 0.05 -0.02 0.10 0.0821
H 2.630193 0.497341 -0.237749 -0.05 0.00 0.06 0.1370
C -0.154061 0.554472 0.270767 -0.33 -0.07 0.23 -0.3727
H 0.468039 -1.285969 -0.648583 -0.03 0.04 -0.05 0.1412
O 0.895139 1.414078 0.388519 -0.18 0.10 0.15 0.0377
H -1.839676 -1.401753 0.538977 -0.01 0.18 0.08 0.0774
C -2.190786 -0.390038 0.795374 -0.10 -0.12 -0.02 -0.1336
H -2.838438 -0.474814 1.670386 0.12 0.02 -0.11 0.0693
C 1.819963 1.117704 -0.643166 0.29 0.11 -0.01 -0.1940
```
Positions in Å, forces in eV/Å.

Calculated values
Energy above the lowest of the compared OMol25 structures with the same formula, charge and spin: 172.8 kJ/mol
Kohn-Sham gap: 10.602 eV

DFT (ωB97M-V/def2-TZVPD) results for a 2-piece molecular cluster, C4H7NO2 overall.

XYZ file:
```
14
Properties=species:S:1:pos:R:3:forces:R:3:lowdin_charge:R:1
N 1.626858 0.796009 0.129083 -0.71 0.17 0.04 0.0414
H 2.716034 0.010518 -1.466215 -0.05 -0.01 0.10 0.0806
C -0.802893 1.501099 -0.049284 0.21 0.05 -0.27 -0.1911
H 1.631216 -1.176932 -0.683724 0.07 0.19 0.05 0.0640
C -1.632234 -1.356413 0.220213 0.25 -0.24 0.08 -0.1590
C 0.433371 1.038065 -0.001190 0.42 0.03 0.07 -0.1152
O -0.463194 -1.582090 0.425281 -0.55 -0.06 -0.10 -0.0269
H -1.575268 0.996962 1.656856 0.00 0.05 -0.10 0.1096
O -1.860822 1.049587 0.735969 0.15 0.08 0.27 -0.0682
H -1.102109 2.201575 -0.818103 0.10 -0.07 0.05 0.1098
C 2.300866 -0.328735 -0.512821 0.09 -0.10 -0.08 -0.1042
H -2.401690 -1.522562 0.995830 0.07 -0.03 -0.06 0.0908
H 3.137930 -0.629717 0.122482 -0.17 0.02 -0.11 0.0739
H -2.008065 -0.997360 -0.754375 0.11 -0.09 0.06 0.0945
```
Positions in Å, forces in eV/Å.

Calculated values
Energy above the lowest of the compared OMol25 structures with the same formula, charge and spin: 362.7 kJ/mol
Kohn-Sham gap: 9.095 eV

DFT (ωB97M-V/def2-TZVPD) results for one molecule with the formula C4H7NO2.

XYZ file:
```
14
Properties=species:S:1:pos:R:3:forces:R:3:lowdin_charge:R:1
O -0.031196 -1.810011 -0.616657 -0.02 0.00 -0.25 -0.0090
C -0.221031 0.924279 1.201890 0.01 0.11 0.05 -0.0887
H -0.382867 -1.214248 1.798846 0.09 0.10 0.01 0.1161
N -0.700106 1.190649 -1.255551 0.25 -0.14 0.55 0.0622
H -1.243875 1.079542 1.546326 0.11 0.08 0.07 0.1122
C 0.603065 -0.683741 -0.068569 0.20 0.15 0.06 -0.3180
O -0.434901 0.477069 -2.434551 -0.09 -0.02 -0.33 -0.0680
C 0.361571 -0.497052 1.448856 0.02 -0.14 0.13 -0.0971
H 0.417936 1.745093 1.546150 -0.15 -0.15 -0.09 0.1139
H -0.969176 0.943426 -3.090651 0.15 -0.12 0.11 0.0950
H -0.191593 -1.597587 -1.547788 -0.02 -0.14 0.11 0.0841
C -0.128089 0.631758 -0.274035 -0.25 0.24 -0.25 -0.2628
H 1.668789 -0.649081 -0.336171 -0.13 0.08 -0.03 0.1527
H 1.251471 -0.540096 2.081905 -0.16 -0.04 -0.13 0.1076
```
Positions in Å, forces in eV/Å.

Calculated values
Energy above the lowest of the compared OMol25 structures with the same formula, charge and spin: 312.6 kJ/mol
Kohn-Sham gap: 10.711 eV

Which formula does entry 7 have? C4H7NO2